C3H6NO3 | ωB97M-V with the def2-TZVPD basis set

LUMO level = -3.920 eV
Electronic energy = -10829.260 eV
2S+1 = 1
Orbital gap = 9.985 eV
Charge = +1
SMILES = [NH3+]C1[C@]2(O)O[C@@]12O

Structure (XYZ):
```
13
C3H6NO3 | the Open Molecules 2025 dataset | ωB97M-V with the def2-TZVPD basis set
N -1.2611 0.0616 -0.1154
C 0.0625 -0.0685 0.5556
C 1.2195 0.7031 0.0263
O 2.0342 1.7068 0.3189
O 1.1670 -0.0706 -1.2487
C 1.2230 -0.7635 -0.0419
O 2.2676 -1.5636 0.3400
H -2.0691 -0.5979 0.1999
H -0.8460 -0.1297 -1.0842
H -1.5750 1.0702 -0.3348
H -0.0784 -0.0357 1.6774
H 2.9633 1.2755 0.2057
H 2.2974 -2.1847 -0.3089
```